one.
DFT (ωB97M-V/def2-TZVPD) results for an isolated molecule of C4H7P3.

As for the SMILES: C#P=[PH]=P#CCC. As for the gap between HOMO and LUMO: 8.8 eV.

Structure (ORCA input):
```
! RIJCOSX wB97M-V def2-TZVPD def2/J DEFGRID3
* xyz 0 1
C -1.233 -0.872 -1.698
P -1.896 0.146 -2.788
P -1.406 2.114 -1.961
P 0.072 1.766 -0.399
C 0.008 0.143 -0.149
C 0.606 -0.808 0.788
C 0.977 -0.155 2.118
H -1.241 -1.934 -1.578
H -0.496 2.456 -2.966
H -0.097 -1.626 0.970
H 1.500 -1.248 0.328
H 0.089 0.255 2.596
H 1.687 0.654 1.957
H 1.430 -0.889 2.781
*
```

Here are the Löwdin charges for atoms 1 to 8, given in e: C -0.46; P 0.50; P 0.24; P 0.60; C -0.56; C -0.37; C -0.14; H -0.04

***

two.
DFT (ωB97M-V/def2-TZVPD) results for an isolated molecule of C4H7P3.

As for the SMILES: CC1=P[PH]#P=C1C. As for the gap between HOMO and LUMO: 7.4 eV.

Structure (ORCA input):
```
! RIJCOSX wB97M-V def2-TZVPD def2/J DEFGRID3
* xyz 0 1
C -0.388 -1.459 0.243
C 0.909 -0.740 -0.029
P 2.379 -1.642 -0.011
P 3.729 -0.007 0.167
P 2.273 1.659 -0.067
C 0.844 0.706 -0.044
C -0.426 1.466 0.108
H -0.960 -0.709 0.843
H -0.290 -2.501 0.656
H -0.993 -1.462 -0.706
H 3.848 0.151 -1.184
H -0.181 2.423 -0.343
H -0.822 1.682 1.157
H -1.298 1.064 -0.569
*
```

Here are the Löwdin charges for atoms 1 to 8, given in e: C -0.17; C -0.73; P 0.60; P 0.26; P 0.68; C -0.74; C -0.21; H 0.07

***

Of them, two has the highest stability.

***

one.
DFT (ωB97M-V/def2-TZVPD) results for a structure of composition C14H8F3IrNO6S.

As for the gap between HOMO and LUMO (spin up / spin down): 6.9 / 6.9 eV.

Structure (ORCA input):
```
! RIJCOSX wB97M-V def2-TZVPD def2/J DEFGRID3
* xyz -1 1
Ir 0.409 1.383 -0.278
C 2.270 -1.317 -0.175
C 0.808 -1.612 -0.137
C 0.394 -2.955 -0.312
C -0.923 -3.268 -0.323
C -1.871 -2.252 -0.078
C -3.252 -2.553 -0.021
C -4.159 -1.585 0.283
C -3.704 -0.285 0.571
C -2.381 0.040 0.492
S -1.999 1.710 1.066
C -1.410 -0.935 0.134
N -0.060 -0.623 0.018
H 2.837 -2.231 -0.005
H 2.529 -0.585 0.585
H 2.555 -0.896 -1.142
H 1.156 -3.707 -0.461
H -1.262 -4.283 -0.492
H -3.563 -3.574 -0.212
H -5.216 -1.810 0.330
H -4.389 0.493 0.890
O -1.321 4.662 -1.084
C -0.751 3.647 -0.771
O 0.518 3.426 -0.584
C -1.393 2.248 -0.567
O -3.260 2.295 1.597
O -1.240 1.396 -1.527
F 4.791 1.139 1.603
C 4.576 2.056 0.632
F 5.708 2.144 -0.075
F 4.387 3.237 1.237
C 3.357 1.638 -0.248
O 2.305 1.592 0.470
O 3.551 1.364 -1.413
*
```

Here are the Löwdin charges for atoms 1 to 8, given in e: Ir 1.23; C -0.03; C -0.28; C -0.02; C -0.01; C -0.15; C -0.04; C -0.07

***

two.
DFT (ωB97M-V/def2-TZVPD) results for a structure of composition C14H8F3IrNO6S.

As for the gap between HOMO and LUMO: 6.8 eV.

Structure (ORCA input):
```
! RIJCOSX wB97M-V def2-TZVPD def2/J DEFGRID3
* xyz -1 1
Ir 0.977 0.880 -0.168
C -0.765 -0.642 -2.554
C -1.226 -0.955 -1.167
C -2.361 -1.795 -1.039
C -2.843 -2.130 0.180
C -2.183 -1.660 1.336
C -2.625 -2.013 2.628
C -1.937 -1.561 3.721
C -0.803 -0.758 3.561
C -0.342 -0.384 2.311
S 1.070 0.590 2.121
C -1.051 -0.834 1.162
N -0.602 -0.475 -0.104
H -1.202 -1.361 -3.247
H 0.317 -0.654 -2.638
H -1.090 0.353 -2.858
H -2.831 -2.150 -1.946
H -3.716 -2.762 0.287
H -3.502 -2.641 2.728
H -2.266 -1.825 4.719
H -0.260 -0.409 4.430
O 0.228 3.003 -3.496
C 0.312 2.433 -2.431
O 1.079 1.419 -2.176
C -0.592 2.940 -1.253
O -1.336 3.879 -1.373
O -0.425 2.298 -0.108
F 5.323 2.345 -0.459
C 4.910 1.077 -0.427
F 5.335 0.467 -1.545
F 5.502 0.471 0.620
C 3.384 0.975 -0.302
O 2.821 -0.139 -0.382
O 2.702 2.021 -0.131
*
```

Here are the Löwdin charges for atoms 1 to 8, given in e: Ir 1.24; C -0.02; C -0.27; C -0.02; C -0.01; C -0.17; C -0.06; C -0.10

***

Of them, two has the highest stability.

***

one.
DFT (ωB97M-V/def2-TZVPD) results for a cluster of 7 separate species, C21H56O21S7 in total.

As for the SMILES: CCOS(C)(=O)=O.CCOS(C)(=O)=O.CCOS(C)(=O)=O.CCOS(C)(=O)=O.CCOS(C)(=O)=O.CCOS(C)(=O)=O.CCOS(C)(=O)=O. As for the gap between HOMO and LUMO: 10.0 eV.

Structure (ORCA input):
```
! RIJCOSX wB97M-V def2-TZVPD def2/J DEFGRID3
* xyz 0 1
C -3.247 -4.596 -2.069
C -3.395 -5.711 -1.016
O -4.623 -5.737 -0.415
S -4.731 -5.416 1.175
C -4.472 -3.613 1.098
O -6.099 -5.701 1.495
O -3.640 -6.115 1.857
H -4.201 -4.476 -2.584
H -2.445 -4.834 -2.768
H -3.085 -3.678 -1.504
H -3.244 -6.685 -1.480
H -2.614 -5.755 -0.256
H -4.268 -3.304 2.123
H -5.413 -3.124 0.843
H -3.653 -3.268 0.467
C 2.731 3.698 -4.396
C 3.140 3.462 -5.861
O 4.525 3.722 -5.785
S 5.008 5.245 -6.124
C 5.140 4.855 -8.016
O 3.960 6.220 -5.855
O 6.402 5.410 -5.632
H 1.757 3.216 -4.322
H 2.766 4.741 -4.081
H 3.511 3.188 -3.831
H 2.934 2.443 -6.189
H 2.627 4.167 -6.515
H 4.317 4.337 -8.508
H 5.973 4.161 -8.132
H 5.289 5.870 -8.383
C -0.420 -3.560 3.083
C -0.808 -2.180 3.592
O -0.798 -2.183 5.010
S -2.232 -2.508 5.845
C -1.573 -2.741 7.628
O -2.892 -1.221 5.687
O -2.893 -3.726 5.286
H 0.667 -3.606 3.030
H -0.638 -3.534 2.015
H -0.910 -4.435 3.510
H -0.189 -1.432 3.097
H -1.764 -1.913 3.142
H -2.333 -2.815 8.406
H -0.844 -1.948 7.795
H -1.161 -3.747 7.549
C 5.889 1.145 5.559
C 4.654 1.090 4.709
O 4.642 -0.036 3.867
S 3.404 -0.184 2.719
C 3.906 -1.880 2.032
O 2.123 -0.376 3.418
O 3.634 0.729 1.623
H 6.743 1.692 5.161
H 6.265 0.175 5.883
H 5.777 1.827 6.402
H 3.826 0.913 5.396
H 4.287 2.015 4.262
H 4.405 -1.694 1.081
H 2.978 -2.370 1.737
H 4.608 -2.425 2.664
C -7.643 -4.744 -4.066
C -7.185 -3.290 -4.345
O -5.807 -3.091 -3.754
S -5.427 -1.426 -3.602
C -3.738 -1.752 -4.272
O -6.193 -0.595 -4.426
O -5.255 -1.150 -2.201
H -8.623 -4.926 -4.508
H -7.970 -4.758 -3.026
H -7.135 -5.673 -4.323
H -7.285 -3.046 -5.402
H -7.908 -2.594 -3.920
H -3.250 -0.781 -4.344
H -3.833 -2.287 -5.217
H -3.285 -2.319 -3.458
C 1.430 8.482 3.401
C 1.820 7.319 4.375
O 2.466 6.336 3.624
S 1.724 4.814 3.477
C 2.757 4.315 1.965
O 2.014 4.051 4.678
O 0.394 4.986 2.923
H 1.049 7.988 2.507
H 2.254 8.995 2.905
H 0.784 9.301 3.717
H 2.590 7.668 5.062
H 1.114 6.923 5.105
H 2.506 5.048 1.198
H 2.406 3.373 1.543
H 3.827 4.312 2.170
C 1.718 1.804 -1.402
C 0.450 0.997 -1.750
O 0.218 -0.018 -0.829
S -0.322 -1.553 -1.268
C 1.235 -2.124 -1.960
O -0.701 -2.382 -0.151
O -1.263 -1.510 -2.386
H 2.075 2.496 -2.165
H 2.508 1.122 -1.089
H 1.570 2.411 -0.508
H -0.408 1.606 -2.035
H 0.544 0.537 -2.733
H 1.104 -3.205 -2.002
H 1.929 -1.879 -1.156
H 1.438 -1.576 -2.881
*
```

Here are the Löwdin charges for atoms 1 to 8, given in e: C -0.05; C -0.32; O -0.25; S 0.65; C -0.08; O -0.27; O -0.30; H 0.07

***

two.
DFT (ωB97M-V/def2-TZVPD) results for a cluster of 7 separate species, C21H56O21S7 in total.

As for the SMILES: CCOS(C)(=O)=O.CCOS(C)(=O)=O.CCOS(C)(=O)=O.CCOS(C)(=O)=O.CCOS(C)(=O)=O.CCOS(C)(=O)=O.CCOS(C)(=O)=O. As for the gap between HOMO and LUMO: 10.7 eV.

Structure (ORCA input):
```
! RIJCOSX wB97M-V def2-TZVPD def2/J DEFGRID3
* xyz 0 1
C -4.178 1.853 2.496
C -3.119 2.373 3.509
O -2.224 1.261 3.851
S -1.329 1.447 5.164
C -0.309 2.834 4.806
O -2.256 1.696 6.234
O -0.508 0.273 5.218
H -3.692 1.586 1.530
H -4.759 2.751 2.176
H -4.806 1.024 2.780
H -2.540 3.182 3.061
H -3.558 2.682 4.454
H -1.006 3.697 4.794
H 0.373 2.693 3.987
H 0.202 2.836 5.784
C 5.079 4.282 -0.911
C 4.811 3.020 -0.053
O 3.416 3.087 0.333
S 2.863 1.809 1.041
C 2.024 1.053 -0.278
O 3.989 1.008 1.388
O 1.929 2.189 2.063
H 4.713 4.130 -1.942
H 6.146 4.380 -1.059
H 4.671 5.201 -0.549
H 4.882 2.100 -0.642
H 5.384 2.847 0.845
H 1.102 1.632 -0.360
H 1.652 0.040 0.085
H 2.595 1.075 -1.193
C 1.496 -4.517 3.538
C 1.109 -3.838 4.887
O 2.185 -4.065 5.847
S 1.995 -5.055 7.082
C 3.382 -6.011 6.852
O 2.218 -4.362 8.325
O 0.821 -5.847 6.935
H 0.817 -4.421 2.682
H 1.797 -5.523 3.780
H 2.425 -4.028 3.222
H 1.021 -2.775 4.769
H 0.229 -4.293 5.329
H 4.163 -5.346 6.504
H 3.201 -6.723 6.077
H 3.757 -6.441 7.824
C -2.213 4.709 -0.013
C -2.562 3.999 -1.329
O -1.496 4.271 -2.303
S -1.844 4.017 -3.879
C -2.614 5.661 -4.245
O -0.615 3.875 -4.518
O -2.842 2.960 -3.861
H -3.047 4.558 0.676
H -2.219 5.760 -0.296
H -1.196 4.545 0.432
H -2.650 2.937 -1.324
H -3.472 4.392 -1.767
H -3.018 5.895 -5.239
H -1.890 6.458 -4.125
H -3.457 5.764 -3.547
C -3.241 1.007 -7.134
C -1.844 1.147 -6.440
O -1.774 0.274 -5.322
S -0.703 -0.865 -5.329
C 0.750 -0.170 -4.784
O -1.133 -1.848 -4.428
O -0.496 -1.263 -6.680
H -4.052 1.267 -6.467
H -3.204 0.039 -7.639
H -3.269 1.761 -7.931
H -0.948 1.046 -7.044
H -1.791 2.121 -5.994
H 0.593 0.404 -3.863
H 1.142 0.370 -5.638
H 1.381 -1.048 -4.498
C 3.472 -3.199 0.615
C 2.997 -3.003 -0.830
O 2.657 -4.333 -1.517
S 1.217 -5.021 -1.117
C 0.163 -4.353 -2.474
O 1.409 -6.410 -1.271
O 0.716 -4.462 0.121
H 4.027 -2.398 1.078
H 4.094 -4.076 0.720
H 2.679 -3.382 1.303
H 2.081 -2.364 -0.869
H 3.807 -2.726 -1.520
H 0.313 -3.266 -2.570
H -0.779 -4.614 -1.992
H 0.251 -4.892 -3.431
C -0.682 -1.203 1.822
C -1.589 -1.548 0.640
O -1.260 -1.100 -0.702
S -1.867 0.136 -1.407
C -3.140 -0.725 -2.330
O -2.498 0.919 -0.418
O -0.889 0.797 -2.200
H -0.632 -0.167 2.073
H 0.378 -1.484 1.677
H -0.937 -1.781 2.760
H -1.668 -2.637 0.542
H -2.543 -1.108 0.919
H -2.839 -1.525 -3.013
H -3.591 0.148 -2.850
H -3.779 -1.068 -1.499
*
```

Here are the Löwdin charges for atoms 1 to 8, given in e: C -0.05; C -0.23; O -0.28; S 0.56; C -0.11; O -0.28; O -0.28; H 0.05

***

Of them, two has the highest stability.

***

one.
DFT (ωB97M-V/def2-TZVPD) results for a structure of composition C21H12F6I2N7O4S2W.

As for the expectation value of S²: 2.023. As for the gap between HOMO and LUMO (spin up / spin down): 5.9 / 6.4 eV.

Structure (ORCA input):
```
! RIJCOSX wB97M-V def2-TZVPD def2/J DEFGRID3
* xyz 1 3
W 1.186 0.677 0.717
I 1.308 -0.601 3.157
C 2.418 2.448 4.523
I 1.604 2.968 2.688
H 3.309 1.841 4.522
H 2.035 2.916 5.415
N -6.141 -6.410 0.099
C -5.341 -5.586 0.095
C -4.337 -4.566 0.112
C -4.363 -3.591 1.109
C -3.380 -2.622 1.146
C -2.347 -2.620 0.202
C -2.337 -3.597 -0.798
C -3.328 -4.558 -0.851
C -1.276 -1.615 0.287
C -1.654 -0.266 0.402
C -2.925 0.262 0.182
C -2.872 1.630 0.466
C -1.585 1.908 0.849
N -0.791 0.785 0.806
C 0.051 -2.069 0.248
C 0.520 -3.383 0.311
C 1.909 -3.340 0.157
C 2.256 -2.016 0.021
N 1.152 -1.211 0.090
H -5.146 -3.607 1.854
H -3.381 -1.881 1.934
H -1.566 -3.578 -1.557
H -3.326 -5.307 -1.631
H -3.776 -0.295 -0.173
H -3.681 2.338 0.396
H -1.182 2.856 1.163
H -0.085 -4.257 0.487
H 2.586 -4.177 0.139
H 3.234 -1.585 -0.113
F 2.261 5.882 -1.686
C 2.114 5.022 -0.712
F 3.271 4.431 -0.427
F 1.638 5.622 0.369
S 0.916 3.674 -1.164
O 1.034 2.787 0.029
O -0.380 4.212 -1.364
N 1.642 3.021 -2.384
S 1.296 1.532 -2.744
O 2.223 0.930 -3.621
O 1.011 0.795 -1.492
C -0.403 1.567 -3.551
F -0.569 2.705 -4.190
F -0.534 0.558 -4.386
F -1.311 1.458 -2.577
N 7.732 1.981 0.505
C 6.610 1.863 0.272
N 5.338 1.766 -0.025
C 4.246 1.334 0.243
N 3.118 0.966 0.449
*
```

Here are the Löwdin charges for atoms 1 to 8, given in e: W 1.32; I 0.43; C -0.48; I 1.10; H -0.03; H -0.02; N 0.19; C -0.17

***

two.
DFT (ωB97M-V/def2-TZVPD) results for a structure of composition C21H12F6I2N7O4S2W.

As for the expectation value of S²: 2.018. As for the gap between HOMO and LUMO (spin up / spin down): 5.6 / 6.1 eV.

Structure (ORCA input):
```
! RIJCOSX wB97M-V def2-TZVPD def2/J DEFGRID3
* xyz 1 3
W 1.189 -0.104 0.592
I 0.095 -0.087 3.032
C 2.354 2.587 3.452
I 3.333 1.490 2.045
H 2.921 2.895 4.314
H 1.335 2.881 3.265
N -9.058 0.817 0.952
C -7.921 0.719 0.828
C -6.494 0.597 0.673
C -5.656 0.905 1.741
C -4.285 0.797 1.589
C -3.748 0.365 0.378
C -4.591 0.053 -0.686
C -5.962 0.175 -0.542
C -2.275 0.253 0.237
C -1.525 1.423 0.297
C -2.006 2.739 0.385
C -0.907 3.590 0.353
C 0.210 2.781 0.226
N -0.131 1.462 0.191
C -1.719 -1.013 0.046
C -2.394 -2.222 -0.145
C -1.442 -3.209 -0.403
C -0.210 -2.594 -0.342
N -0.341 -1.264 -0.061
H -6.080 1.228 2.681
H -3.626 1.034 2.415
H -4.173 -0.266 -1.632
H -6.622 -0.051 -1.368
H -3.046 3.021 0.427
H -0.909 4.667 0.383
H 1.240 3.088 0.150
H -3.464 -2.346 -0.111
H -1.618 -4.252 -0.604
H 0.763 -3.038 -0.470
F 2.165 2.056 -3.677
C 1.745 0.843 -3.390
F 0.454 0.864 -3.085
F 1.968 0.015 -4.384
S 2.633 0.239 -1.882
O 2.267 1.204 -0.785
O 1.948 -0.991 -1.427
N 4.067 0.191 -2.317
S 5.289 -0.085 -1.255
O 6.343 0.816 -1.540
O 4.773 -0.231 0.080
C 5.773 -1.774 -1.832
F 6.156 -1.726 -3.092
F 6.752 -2.207 -1.065
F 4.714 -2.577 -1.714
N 5.922 -4.302 1.160
C 4.879 -3.894 1.425
N 3.671 -3.468 1.768
C 2.988 -2.510 1.468
N 2.255 -1.583 1.256
*
```

Here are the Löwdin charges for atoms 1 to 8, given in e: W 1.28; I 0.51; C -0.53; I 1.14; H -0.02; H -0.05; N 0.18; C -0.17

***

Of them, two has the highest stability.

***

one.
DFT (ωB97M-V/def2-TZVPD) results for an isolated molecule of CH3NO4.

As for the SMILES: O=[N+]([O-])OCO. As for the gap between HOMO and LUMO: 11.1 eV.

Structure (ORCA input):
```
! RIJCOSX wB97M-V def2-TZVPD def2/J DEFGRID3
* xyz 0 1
O -1.369 0.990 0.822
N -1.482 -0.016 0.129
O -2.497 -0.456 -0.344
O -0.490 -0.748 -0.057
C 0.953 -0.146 0.241
O 1.082 0.785 -0.643
H 1.489 -1.070 0.092
H 0.942 0.186 1.228
H 1.371 0.475 -1.469
*
```

Here are the Löwdin charges for atoms 1 to 8, given in e: O 0.08; N -0.52; O 0.10; O 0.03; C -0.15; O 0.09; H 0.14; H 0.12

***

two.
DFT (ωB97M-V/def2-TZVPD) results for an isolated molecule of CH3NO4.

As for the SMILES: O=[N+]([O-])C(O)O. As for the gap between HOMO and LUMO: 11.5 eV.

Structure (ORCA input):
```
! RIJCOSX wB97M-V def2-TZVPD def2/J DEFGRID3
* xyz 0 1
O 1.851 -0.486 -0.895
N 1.087 0.069 -0.147
O 1.445 0.837 0.711
C -0.383 -0.210 -0.342
O -0.908 0.984 -0.708
O -0.981 -0.669 0.783
H -0.455 -1.029 -1.145
H -1.272 1.278 0.198
H -0.384 -0.773 1.544
*
```

Here are the Löwdin charges for atoms 1 to 8, given in e: O 0.10; N -0.36; O 0.10; C -0.46; O 0.06; O 0.07; H 0.19; H 0.17

***

Of them, two has the highest stability.

***

one.
DFT (ωB97M-V/def2-TZVPD) results for a cluster of 4 separate species, CH9NO5 in total.

As for the SMILES: NC(=O)O.O.O.O. As for the gap between HOMO and LUMO: 10.7 eV.

Structure (ORCA input):
```
! RIJCOSX wB97M-V def2-TZVPD def2/J DEFGRID3
* xyz 0 1
N -0.890 0.798 -1.420
C -1.459 1.129 -0.233
O -2.509 1.708 -0.098
O -0.753 0.643 0.816
H 0.106 0.589 -1.455
H -1.225 1.325 -2.209
H -1.094 0.429 1.685
O -0.744 -2.136 -0.172
H -1.385 -2.252 -0.862
H -0.430 -1.229 -0.268
O 1.712 0.046 1.749
H 1.198 0.794 2.038
H 1.746 -0.587 2.471
O 1.894 -0.167 -0.995
H 1.676 0.000 -0.058
H 2.157 -1.088 -0.988
*
```

Here are the Löwdin charges for atoms 1 to 8, given in e: N 0.18; C -0.65; O 0.09; O 0.06; H 0.07; H 0.12; H 0.13; O -0.05

***

two.
DFT (ωB97M-V/def2-TZVPD) results for a cluster of 4 separate species, CH9NO5 in total.

As for the SMILES: NC(=O)O.O.O.O. As for the gap between HOMO and LUMO: 10.9 eV.

Structure (ORCA input):
```
! RIJCOSX wB97M-V def2-TZVPD def2/J DEFGRID3
* xyz 0 1
N 0.283 1.139 1.613
C -1.032 1.278 2.104
O -1.958 0.570 1.831
O -1.230 2.446 2.885
H 1.077 1.600 2.063
H 0.438 0.987 0.644
H -2.101 2.864 2.750
O 1.786 -3.407 -4.401
H 1.884 -4.307 -3.999
H 2.089 -2.794 -3.762
O -0.616 0.009 -0.702
H -0.920 -0.149 -1.583
H -1.481 0.190 -0.258
O 1.961 -1.115 -1.786
H 1.174 -0.980 -1.415
H 2.502 -1.072 -0.970
*
```

Here are the Löwdin charges for atoms 1 to 8, given in e: N 0.15; C -0.56; O 0.09; O 0.04; H 0.11; H 0.05; H 0.12; O -0.06

***

Of them, one has the highest stability.